{
  "formula": "C46H117N7O11",
  "method": "ωB97M-V/def2-TZVPD",
  "molar_mass_g_mol": 944.5,
  "homo_energy_ha": -0.30270,
  "lumo_ev": 0.0,
  "orbital_gap_ev": 8.29,
  "spin_multiplicity": 1,
  "elements": ["C", "C", "C", "C", "C", "C", "C", "C", "C", "N", "O", "H", "H", "H", "H", "H", "H", "H", "H", "H", "H", "H", "H", "H", "H", "H", "H", "H", "H", "H", "C", "C", "C", "C", "C", "C", "C", "C", "C", "N", "O", "H", "H", "H", "H", "H", "H", "H", "H", "H", "H", "H", "H", "H", "H", "H", "H", "H", "H", "H", "C", "O", "C", "C", "C", "N", "H", "H", "H", "H", "H", "H", "H", "H", "H", "H", "H", "C", "O", "C", "C", "C", "N", "H", "H", "H", "H", "H", "H", "H", "H", "H", "H", "H", "C", "O", "C", "C", "C", "N", "H", "H", "H", "H", "H", "H", "H", "H", "H", "H", "H", "C", "O", "C", "C", "C", "N", "H", "H", "H", "H", "H", "H", "H", "H", "H", "H", "H", "C", "O", "C", "C", "C", "N", "H", "H", "H", "H", "H", "H", "H", "H", "H", "H", "H", "C", "C", "O", "H", "H", "H", "H", "H", "H", "C", "C", "O", "H", "H", "H", "H", "H", "H", "C", "C", "O", "H", "H", "H", "H", "H", "H", "C", "C", "O", "H", "H", "H", "H", "H", "H"],
  "coordinates": [[-0.4837, 6.8617, 0.0493], [-0.1446, 8.0697, 0.8911], [-0.3810, 9.2236, -0.0901], [-1.2200, 8.2960, 2.0027], [-0.9128, 7.3651, 3.2201], [0.5946, 7.5873, 3.6492], [1.6129, 7.3455, 2.5428], [2.9061, 8.0545, 3.1012], [1.8300, 5.8123, 2.4384], [1.2676, 8.0558, 1.3060], [2.2373, 7.7801, 0.2953], [-1.5271, 6.8932, -0.2647], [0.2807, 6.8675, -0.7278], [-0.3731, 5.9198, 0.5865], [-0.1737, 10.2319, 0.2684], [0.2490, 9.1195, -0.9735], [-1.4034, 9.3446, -0.4483], [-1.1115, 9.3228, 2.3519], [-2.2560, 8.0824, 1.7394], [-1.7031, 7.6191, 3.9265], [-1.0133, 6.3351, 2.8778], [0.6309, 6.7976, 4.3996], [0.6261, 8.5715, 4.1168], [3.1993, 7.7270, 4.0986], [2.8616, 9.1385, 3.2066], [3.6701, 7.7925, 2.3693], [2.0235, 5.4348, 3.4425], [2.6355, 5.6048, 1.7340], [0.9780, 5.2727, 2.0249], [2.4426, 8.6557, -0.0404], [0.1152, -3.0345, -8.6053], [-1.0318, -2.0511, -9.0407], [-1.4898, -1.2846, -7.8126], [-0.4732, -1.0588, -9.9666], [-0.2281, -1.4466, -11.3619], [-1.5785, -1.9534, -11.9453], [-2.1713, -3.1277, -11.1266], [-3.6713, -3.3675, -11.5480], [-1.5157, -4.5130, -11.5037], [-2.1935, -2.8514, -9.5938], [-2.7677, -3.8939, -8.8612], [0.8221, -2.7016, -7.8453], [-0.3217, -3.9849, -8.2987], [0.6477, -3.2063, -9.5407], [-0.8635, -0.5803, -7.2650], [-2.3549, -0.6797, -8.0841], [-1.8591, -2.0670, -7.1496], [-1.1235, -0.1844, -9.9926], [0.5007, -0.6293, -9.7318], [0.1483, -0.5934, -11.9262], [0.4681, -2.2806, -11.2741], [-1.3575, -2.4126, -12.9089], [-2.3430, -1.1765, -11.9338], [-3.8066, -3.3651, -12.6296], [-4.2799, -2.5383, -11.1873], [-4.2088, -4.2201, -11.1330], [-1.5553, -4.8717, -12.5323], [-2.0158, -5.2317, -10.8546], [-0.4673, -4.5998, -11.2182], [-3.4821, -3.4053, -8.4460], [-1.3945, 0.3256, 2.4372], [-1.7785, -0.9342, 1.8090], [-0.6969, -1.5484, 0.9964], [-0.8506, -1.2298, -0.5501], [0.2085, -1.7594, -1.5105], [-1.2149, 0.2478, -0.8036], [-0.4378, 0.3415, 2.9593], [-2.1028, 0.5845, 3.2242], [-1.5955, 1.0416, 1.6404], [0.2816, -1.2145, 1.3416], [-0.6431, -2.6293, 1.1263], [-1.8281, -1.6921, -0.6881], [1.1108, -1.2685, -1.1458], [0.0514, -1.4331, -2.5386], [0.2918, -2.8458, -1.4783], [-0.5256, 0.8284, -0.3477], [-2.0044, 0.4662, -0.2128], [5.8789, -5.2377, -3.3829], [5.3264, -6.3781, -4.0517], [3.9252, -6.5746, -3.9464], [3.4154, -7.9215, -4.5813], [1.9809, -8.2341, -4.3930], [4.2180, -8.9653, -3.9532], [5.2496, -4.3823, -3.6283], [6.9154, -5.2480, -3.7199], [5.7914, -5.2399, -2.2964], [3.7684, -6.3853, -2.8844], [3.4112, -5.7804, -4.4878], [3.7581, -7.8105, -5.6100], [1.7756, -8.3900, -3.3339], [1.6776, -9.0087, -5.0973], [1.3372, -7.4550, -4.8014], [4.3434, -8.7816, -2.9680], [5.1090, -8.9078, -4.4252], [-6.2768, 0.7383, 8.7334], [-6.9863, -0.2624, 9.4124], [-8.3446, -0.3371, 9.1472], [-8.9784, -1.7546, 9.3724], [-8.6706, -2.7489, 8.2791], [-10.4089, -1.6575, 9.5980], [-6.4259, 0.8114, 7.6562], [-5.2060, 0.6638, 8.9228], [-6.5728, 1.7211, 9.1004], [-8.7845, 0.4957, 9.6960], [-8.5294, 0.0379, 8.1406], [-8.5222, -2.1860, 10.2634], [-9.1086, -3.7432, 8.3663], [-7.6972, -3.1915, 8.4904], [-8.8229, -2.3617, 7.2716], [-10.6767, -1.6265, 10.5714], [-10.4583, -0.6535, 9.4997], [6.0659, 0.6003, -6.6563], [5.4498, 1.1244, -5.4723], [6.3935, 1.4233, -4.4075], [5.8833, 2.5842, -3.4861], [6.8526, 3.1612, -2.4519], [4.7870, 2.1112, -2.6141], [5.1426, 0.2253, -7.0980], [6.8967, -0.0411, -6.3622], [6.4799, 1.3462, -7.3348], [6.6232, 0.6637, -3.6602], [7.3653, 1.7513, -4.7764], [5.5948, 3.4462, -4.0876], [6.4702, 4.0597, -1.9676], [7.7141, 3.6022, -2.9534], [7.1921, 2.6261, -1.5651], [4.6593, 2.8881, -1.9815], [4.1011, 1.9274, -3.3323], [2.5252, 0.8340, 8.2954], [1.8313, 1.7155, 9.2004], [0.7341, 2.4055, 8.6163], [-0.1427, 2.9958, 9.8086], [-1.0313, 4.0975, 9.2883], [0.5701, 3.5447, 10.9105], [2.7144, 1.2864, 7.3220], [1.8147, 0.0297, 8.1043], [3.3955, 0.3178, 8.7007], [1.1274, 3.2440, 8.0415], [0.1471, 1.6558, 8.0858], [-0.6319, 2.1241, 10.2432], [-1.4796, 3.7922, 8.3429], [-0.4326, 4.9580, 8.9895], [-1.8606, 4.3047, 9.9647], [0.8146, 2.6835, 11.3781], [1.3707, 4.0712, 10.5913], [-5.4544, 4.3236, -5.2843], [-4.5694, 3.1264, -4.9142], [-4.0424, 3.4593, -3.6374], [-5.0324, 5.3116, -5.1000], [-6.3441, 4.2212, -4.6630], [-5.9383, 4.3104, -6.2609], [-3.7355, 3.0509, -5.6120], [-5.0592, 2.1550, -4.9818], [-3.3873, 2.7654, -3.5325], [5.0324, -2.8032, 2.6328], [5.5829, -1.6903, 1.7150], [4.3772, -1.1462, 1.1215], [5.6801, -3.1532, 3.4367], [4.9635, -3.7169, 2.0425], [4.0473, -2.5612, 3.0315], [6.1855, -2.2030, 0.9653], [6.1974, -0.9606, 2.2423], [4.5889, -0.5100, 0.4344], [-1.1588, -3.1349, 8.6382], [-1.9944, -2.6181, 7.4956], [-1.1708, -2.8861, 6.3267], [-1.7606, -3.6036, 9.4168], [-0.4750, -2.3990, 9.0612], [-0.4989, -3.9350, 8.3027], [-2.3244, -1.5794, 7.5092], [-2.9507, -3.1407, 7.4743], [-1.6193, -2.6432, 5.5134], [0.2198, -7.6408, 3.9537], [1.2096, -7.3560, 2.8338], [2.2803, -8.2133, 2.8464], [0.3655, -7.0647, 4.8675], [0.2813, -8.6815, 4.2716], [-0.7887, -7.4596, 3.5820], [1.5580, -6.3467, 3.0534], [0.6457, -7.2305, 1.9095], [2.7836, -8.0010, 3.6359]],
  "forces_ev_per_angstrom": [[0.2331, -0.9828, 0.4589], [-1.6934, 0.4778, -1.6527], [0.5940, 1.1649, -0.5861], [2.0820, -1.1371, 1.5747], [0.7870, 1.2501, -1.8222], [-3.4429, -0.5313, 0.1497], [0.7246, 0.7852, 1.2666], [0.1721, -0.9649, -0.7508], [0.1129, 0.5792, -0.6186], [-0.6040, 0.8139, 1.9286], [-1.0143, -0.3473, 0.0548], [0.2351, 0.1283, -0.5412], [-0.5677, -0.3426, -0.4940], [0.0491, -0.0331, 0.1452], [0.3704, -0.0651, 0.6604], [-0.0029, -0.1597, -0.1830], [-0.1692, -0.6931, 0.0784], [-0.2536, 0.1532, -0.0013], [0.2372, 0.2700, -0.8626], [0.5158, -0.3696, 0.6828], [-0.2474, -0.1463, 0.1935], [1.0711, 0.3102, 0.3482], [0.4452, 0.0140, -0.0700], [-0.0569, -0.5646, -0.0869], [-0.5596, 0.0051, -0.4868], [0.4710, 0.2331, 0.3037], [0.3026, -0.1449, -0.1961], [0.2875, -0.0741, 0.2864], [-0.2401, 0.2125, 0.2099], [0.1626, 0.1425, 0.0100], [-0.6004, -0.1694, -1.0314], [1.1018, -2.1843, 2.5505], [-1.8373, -0.5062, 0.3902], [0.1410, 2.6274, -1.1571], [-1.7599, -1.3842, -0.8364], [0.7942, -1.0111, 0.9793], [-1.1503, -1.9361, 0.5163], [-0.1005, 1.3265, 0.3530], [0.5536, 0.2742, 1.5643], [0.9428, 2.5084, -3.6329], [0.8227, 0.3135, 0.3442], [-0.2184, 0.3623, -0.0368], [0.0339, 0.0270, 0.1391], [0.4438, -0.4242, 0.2410], [0.7663, -0.5169, -0.3642], [-0.2641, -0.0026, -0.1441], [-0.0014, 0.2702, 0.6117], [-0.3416, 0.1872, 0.0930], [0.0129, -0.2830, 1.4567], [0.2481, -0.3058, -0.1263], [0.3343, 0.0301, -0.9253], [-0.5755, 0.4792, -0.3831], [0.2269, 0.2635, -0.4851], [0.3006, -0.1886, -0.0912], [0.0840, 0.4249, -0.0020], [0.7395, -0.4045, 0.0352], [-0.5114, 0.5238, -0.1162], [-0.0695, -0.2428, -0.2054], [0.2346, 0.3255, 0.0420], [-0.3480, -0.3820, 0.2308], [-1.3412, -0.6663, -0.7330], [1.7941, -0.6872, -0.0626], [0.3897, 1.2171, -0.5355], [-2.6558, 1.0684, 1.0773], [-0.0458, 0.8234, 1.0355], [0.9782, -1.3050, 0.3544], [0.3867, -0.1168, -0.7348], [-0.3958, -0.4993, -0.0454], [0.9608, 0.6859, 0.4344], [0.0751, 0.4261, 0.2468], [-0.6865, -0.0650, 0.1874], [-0.0301, -0.3183, -0.7401], [0.5863, -0.4031, -0.3351], [-0.2751, 0.0031, 0.1558], [0.1219, 0.0895, 0.1230], [0.7648, 0.1660, -0.2566], [-0.6042, -0.4117, -0.1640], [-1.2623, -0.7181, -0.6049], [0.5405, -0.7931, -0.4635], [-0.4893, 1.1185, -0.0917], [2.6274, 1.2574, 1.7791], [-1.0368, 0.9095, -1.0884], [0.0979, -0.9228, -1.0429], [0.5614, 0.5578, -0.6110], [-0.1819, 0.6500, 0.1852], [0.2351, -0.7502, 0.3295], [-1.0465, -0.7030, 0.3510], [-0.1245, 0.5049, -0.0767], [-0.4299, -0.3632, -0.2710], [-0.2835, -0.3763, -0.2520], [0.2799, -0.8289, 0.7484], [-0.0117, 0.6943, 0.5095], [0.1276, 0.0505, 0.0448], [0.3898, -0.2771, 0.5599], [-0.0342, 0.9350, 0.2677], [1.4160, -1.1989, -0.1611], [-0.4089, 0.4080, -0.6285], [1.0545, -0.5506, 1.0074], [0.8899, -0.9164, 0.0173], [-0.5987, 1.8460, -0.2309], [-0.2379, -0.6382, -0.2474], [-0.1270, -0.4155, 0.1310], [-0.1168, 0.3052, 0.2363], [-0.8202, -0.3349, 0.9278], [-0.0887, -0.5722, -0.7492], [0.2685, 0.2497, 0.2326], [-1.5008, 0.4435, 0.1872], [1.0148, 1.0385, -0.7618], [0.2869, -0.1464, 0.0080], [0.3852, -0.9952, 0.5934], [-1.3714, 0.5421, -0.8317], [-0.9630, 0.5806, 0.8477], [1.5626, 0.6926, 1.7039], [-0.1854, 1.8405, 0.8196], [0.4099, -0.4700, 1.3151], [1.5541, 1.1610, -0.5449], [0.9405, -0.4691, -1.6533], [0.8036, -1.0061, -0.6808], [-0.4285, -0.7302, -0.3948], [-0.0070, 0.5118, 0.1931], [-0.4581, -1.0063, -0.5181], [0.0162, 0.0221, -0.5882], [-0.1991, -0.0427, -0.4115], [-0.8270, 0.1459, -0.2648], [0.4674, -0.3197, -0.0365], [-0.0851, -0.9969, -0.5337], [-1.2429, -0.1117, -0.1428], [-1.3683, 0.1706, 0.9338], [-1.8167, -0.2809, -0.0248], [1.2159, -0.2146, 0.0984], [0.1919, -0.0232, 1.9641], [0.1522, -0.1564, -1.6152], [-0.8304, -0.8937, -1.2387], [0.2804, -0.6214, 0.6971], [0.3720, 0.3135, 0.1006], [-0.0758, -0.3577, -0.3358], [0.0883, 0.8035, 0.4208], [-0.2109, -0.0502, -0.6280], [-0.2594, 0.4091, -0.6033], [-0.7719, 0.1077, -0.3569], [-0.3034, -0.1521, -0.2018], [-0.0098, 0.2456, 0.5929], [0.3651, 0.3991, 0.0982], [1.2352, 0.5930, 0.7509], [0.3650, -0.1386, 0.2674], [-1.4019, -0.8295, 0.2011], [0.3355, 1.7822, -1.1093], [0.0166, -0.9939, -0.1020], [0.3713, -0.3337, -0.0048], [0.0000, 0.3205, 0.4961], [0.6505, -0.2129, -0.4183], [0.1921, 0.0676, -0.2574], [-0.4879, 0.0751, 0.4241], [0.3426, 0.1071, 0.7933], [0.4916, -0.5069, -0.2449], [-1.2733, -0.9906, 0.2770], [0.7111, 0.0111, 0.2941], [0.2277, 0.6508, 0.2144], [-0.5125, 0.0559, -0.2400], [0.1464, 0.1364, -0.0197], [0.1982, 0.3453, -0.2145], [-0.2313, 0.2500, -0.0174], [0.2113, 0.0706, -0.0942], [0.3173, -0.0750, 0.6703], [0.2614, -0.5731, -0.9866], [-0.4935, 0.2036, 0.3674], [-0.0827, 0.3944, 0.1836], [-0.2496, 0.1814, 0.1230], [-0.1831, -0.0268, -0.4075], [0.6159, 0.3474, 0.3524], [0.0416, -0.5492, -0.3328], [-0.2243, 0.1189, 0.0048], [-0.6705, -0.5202, 0.1767], [-1.2662, 2.1625, 1.4631], [1.0361, -1.0862, -0.7433], [0.1385, 0.2588, -0.1454], [-0.0841, -0.1785, -0.2534], [-0.1438, 0.0179, 0.2864], [0.2164, 0.4220, -0.3231], [0.6236, -0.9057, -0.4383], [0.1492, -0.1550, -0.0246]]
}


{
  "formula": "C16H17N",
  "method": "ωB97M-V/def2-TZVPD",
  "molar_mass_g_mol": 223.3,
  "homo_energy_ha": -0.29238,
  "lumo_ev": 0.9,
  "orbital_gap_ev": 8.85,
  "spin_multiplicity": 1,
  "de_lowest_kj_mol": 178.7,
  "elements": ["C", "C", "C", "N", "C", "C", "C", "C", "C", "C", "H", "H", "H", "H", "H", "H", "H", "H", "H", "C", "C", "C", "C", "C", "C", "C", "H", "H", "H", "H", "H", "H", "H", "H"],
  "coordinates": [[-1.3427, -1.6626, 1.7556], [-2.0659, -1.5607, 0.4767], [-3.3589, -1.9115, 0.2096], [-3.5457, -1.9330, -1.1593], [-2.2870, -1.7688, -1.8014], [-1.9039, -1.9922, -3.1258], [-0.5836, -1.8518, -3.4243], [0.3586, -1.4436, -2.4117], [-0.0015, -1.3342, -1.0896], [-1.3409, -1.5872, -0.7806], [-0.7441, -2.5858, 1.8709], [-2.0064, -1.7962, 2.6412], [-0.7086, -0.8046, 1.9196], [-4.2039, -1.9413, 0.8855], [-4.3079, -2.4720, -1.5338], [-2.6335, -2.3439, -3.8463], [-0.1724, -1.9419, -4.4172], [1.2416, -0.9808, -2.7894], [0.7553, -1.0788, -0.3417], [1.0147, 1.5375, 3.0696], [1.7091, 1.7554, 1.7277], [1.2412, 1.3280, 0.4920], [1.6977, 1.9818, -0.6707], [2.5172, 3.0777, -0.6730], [3.0811, 3.3912, 0.6145], [2.7869, 2.6625, 1.7605], [0.5505, 2.4340, 3.4657], [1.8859, 1.1822, 3.6641], [0.3069, 0.7241, 2.9603], [0.7807, 0.3644, 0.4736], [1.2746, 1.5919, -1.5875], [2.8631, 3.7326, -1.4717], [3.9381, 4.0604, 0.4982], [3.2037, 3.1676, 2.6386]],
  "forces_ev_per_angstrom": [[-0.4302, -0.5885, 1.8468], [0.3094, -1.8025, -0.3514], [0.6548, 1.2900, -0.1648], [0.6785, -0.1866, -0.7320], [-0.8407, -1.1380, 1.0717], [-0.8388, -0.4273, 0.0654], [1.4398, 0.9056, 0.9585], [-1.4112, 0.2512, -0.9623], [0.3655, -0.3516, -0.3262], [-0.9137, 0.9991, 0.4811], [0.1165, 0.4253, -0.6711], [0.0840, 0.6269, -0.6187], [0.2712, 0.1758, 0.2206], [0.1117, -0.2840, -0.0938], [0.0521, 0.2053, -0.3557], [0.0477, 0.2191, -0.1402], [-0.3063, -0.1413, -0.2386], [1.0392, -0.4019, 0.0795], [-0.5071, -0.3371, -0.4013], [1.8841, -1.7130, -0.8979], [-0.0715, 1.6526, 0.8526], [1.8210, 0.6777, 0.4344], [-1.2971, -0.9885, -0.8100], [0.9657, 0.5407, 2.7541], [0.7378, -1.0200, -2.3656], [-0.6600, 2.1124, -0.8827], [0.0979, 0.0496, -0.0406], [-1.0299, 0.3108, 0.5494], [-0.2889, -0.0111, 0.3541], [-1.0408, 0.3735, -0.2278], [0.1156, 0.0400, -0.2875], [-0.5165, -0.6834, -0.3003], [-0.3920, 0.2287, 0.8953], [-0.2476, -1.0094, 0.3051]]
}


Q: Which formula does entry 1 have?
A: C46H117N7O11